No. 1
53
Properties=species:S:1:pos:R:3:forces:R:3 method="wB97M-V/def2-TZVPD" gap_ha=0.3423 relative_energy_kcal_mol=69.52 smiles=COC[C@H](C)N.COC[C@H](C)N.OCCO.O.O.O molar_mass_g_mol=294.4
C 2.900 0.938 3.077 0.223 1.879 1.299
C 1.593 0.407 2.530 1.610 0.254 -0.660
C 1.324 1.057 1.179 -0.383 -0.515 -1.359
O 1.185 2.456 1.204 0.181 0.128 0.847
C 0.731 2.976 -0.024 0.333 0.216 -0.281
N 1.766 -1.046 2.423 -1.821 -0.058 -0.120
H 3.348 0.406 3.918 -0.338 -0.545 -0.163
H 2.693 1.922 3.517 0.057 0.041 -0.138
H 3.704 1.157 2.371 -0.272 -0.451 -0.458
H 0.751 0.735 3.143 0.084 -0.668 0.524
H 0.393 0.674 0.740 -0.034 -0.458 0.174
H 2.091 0.732 0.462 0.284 0.249 0.051
H 0.845 4.059 -0.009 0.124 -0.015 0.188
H -0.331 2.788 -0.216 -0.019 -0.360 0.078
H 1.346 2.581 -0.838 -0.173 -0.030 -0.166
H 1.077 -1.396 1.762 0.141 -0.264 0.060
H 2.675 -1.382 2.143 0.206 0.521 -0.079
C -2.028 0.657 2.079 -0.422 0.592 0.487
C -2.864 -0.152 1.087 -0.480 0.807 0.789
C -3.455 0.667 -0.069 0.961 0.453 0.355
O -4.208 1.771 0.429 -0.265 -1.138 -0.467
C -5.445 1.944 -0.211 -1.530 0.422 -0.225
N -2.012 -1.223 0.608 0.175 -0.867 -0.429
H -1.587 0.018 2.849 0.111 -0.230 -0.222
H -2.613 1.373 2.660 -0.303 -0.042 -0.296
H -1.237 1.244 1.620 0.013 -0.133 -0.210
H -3.732 -0.551 1.631 0.013 0.023 0.068
H -4.034 -0.010 -0.701 -0.219 0.161 -0.055
H -2.660 1.123 -0.668 0.221 -0.418 -0.152
H -5.711 1.376 -1.112 1.147 -0.307 -0.135
H -5.560 2.984 -0.523 0.015 0.090 0.306
H -6.294 1.653 0.420 0.238 0.364 0.497
H -1.664 -1.711 1.429 0.211 0.111 -0.040
H -2.560 -1.941 0.136 -0.043 0.207 -0.141
C 3.976 -0.639 -1.672 0.556 1.507 -1.523
C 3.175 -0.303 -2.927 -0.698 -0.161 -1.154
O 2.165 0.649 -2.664 0.085 0.344 0.176
O 5.178 -1.322 -2.004 -0.370 -1.259 0.459
H 3.300 -1.142 -0.984 0.626 -0.410 0.292
H 4.323 0.328 -1.293 -0.720 0.035 0.581
H 2.708 -1.145 -3.458 0.155 -0.484 0.675
H 3.799 0.079 -3.746 0.382 0.386 0.497
H 1.336 0.181 -2.491 -0.061 -0.148 0.162
H 5.719 -0.744 -2.545 -0.076 0.149 -0.030
O 0.263 -3.700 -1.326 0.093 -0.423 0.435
H 0.782 -3.441 -0.551 0.066 -0.159 -0.120
H -0.324 -4.397 -1.005 0.044 0.027 -0.122
O -2.243 -3.025 -3.012 0.051 -0.336 0.074
H -2.676 -2.636 -2.248 0.046 0.134 -0.064
H -1.322 -3.136 -2.739 -0.215 0.190 -0.163
O -0.058 -1.060 -1.749 0.301 -0.281 0.015
H -0.575 -0.796 -0.972 -0.085 -0.124 0.045
H 0.051 -2.034 -1.659 -0.224 0.998 -0.159



No. 2
85
Properties=species:S:1:pos:R:3:forces:R:3 method="wB97M-V/def2-TZVPD" gap_ha="0.1428 / 0.1017" spin_multiplicity=2 charge=+2 molar_mass_g_mol=775.3
Hg 1.979 1.490 2.056 0.017 0.589 -0.566
N 0.901 0.147 0.747 -0.321 -0.719 -3.681
S -0.277 -0.844 0.908 -5.790 -4.417 6.750
O 0.000 -2.256 0.709 -0.358 2.191 -1.150
O -1.608 -0.295 0.602 2.674 -0.950 0.077
F -0.250 -0.856 2.522 -0.050 0.857 -0.339
S 0.775 -0.108 -0.961 5.222 1.456 -7.023
O -0.338 0.526 -1.682 1.853 -1.666 2.248
O 1.395 -1.327 -1.559 -2.546 2.779 2.604
F 1.977 0.916 -1.223 -0.638 0.047 0.342
C -4.353 -2.183 1.046 0.196 0.751 0.296
O -4.042 -3.263 0.145 -0.090 0.999 0.116
H -5.419 -2.033 1.211 -0.037 -0.526 0.103
H -3.795 -2.285 1.977 -0.254 -0.236 0.124
H -4.007 -1.229 0.649 0.210 -0.144 -0.471
H -4.174 -4.062 0.660 0.021 -0.397 -0.372
C 1.916 -4.795 -0.179 0.233 -0.027 -0.131
O 2.556 -5.925 -0.757 -0.166 0.317 0.192
H 0.845 -4.942 -0.317 0.067 0.133 0.063
H 2.134 -4.655 0.880 -0.064 -0.405 0.302
H 2.232 -3.854 -0.630 -0.158 0.058 -0.441
H 3.494 -5.740 -0.845 0.066 -0.064 0.017
C 1.852 4.322 -2.990 0.395 1.275 -0.623
O 1.681 4.121 -4.398 -0.148 -0.571 1.057
H 1.764 3.439 -2.356 0.031 -0.310 -0.205
H 2.824 4.801 -2.875 0.186 -0.355 0.106
H 1.152 5.090 -2.662 -0.327 -0.059 0.258
H 0.778 3.798 -4.453 -0.183 -0.049 -0.588
C -0.188 3.542 0.617 -0.395 -0.027 -0.248
O 1.253 3.472 0.648 0.027 -0.699 0.503
H -0.545 3.700 -0.400 0.085 0.007 -0.053
H -0.566 2.578 0.958 -0.029 0.174 -0.014
H -0.542 4.349 1.259 -0.037 -0.098 0.062
H 1.591 4.322 0.355 0.384 0.126 0.016
C 4.817 2.308 0.438 1.460 3.398 -1.982
O 4.053 1.249 0.836 -1.185 -1.666 1.362
H 4.177 3.032 -0.066 -0.101 0.127 0.253
H 5.426 2.815 1.186 -0.372 -0.189 0.527
H 5.531 2.041 -0.341 -0.051 -0.515 -0.067
H 4.715 0.567 0.975 -0.419 -0.975 0.496
C -0.556 -3.731 4.373 0.926 0.521 -0.468
O -1.634 -3.342 5.140 -1.643 0.321 0.693
H 0.344 -3.426 4.909 0.556 -0.422 -0.319
H -0.542 -4.780 4.078 0.035 -0.136 0.209
H -0.608 -3.121 3.471 0.126 -0.170 -0.133
H -1.574 -3.688 6.034 0.009 -0.171 -0.028
O 0.016 2.045 3.390 1.015 0.328 -0.377
H 0.025 2.920 3.778 0.101 0.462 0.228
H -0.859 1.706 3.582 -0.344 -0.727 -0.060
C 0.493 0.149 5.942 -1.201 -0.277 0.462
C 1.072 -1.095 6.600 0.507 0.829 0.340
O 2.261 -1.390 5.919 0.823 -0.489 -1.007
H 0.221 -0.096 4.916 0.277 0.049 -0.140
H 1.051 1.083 6.009 0.660 -0.390 -0.050
H -0.450 0.414 6.421 -0.216 -0.177 0.154
H 0.402 -1.954 6.548 -0.410 0.237 0.024
H 1.399 -0.940 7.628 -0.763 0.293 0.351
H 2.598 -2.201 6.307 0.349 -0.078 -0.118
C 1.318 0.094 -5.173 -0.262 1.001 0.005
C 2.679 0.713 -5.450 -0.312 -1.289 -0.499
O 2.769 0.998 -6.824 0.098 0.460 -0.536
H 1.126 -0.740 -5.848 0.136 -0.063 0.154
H 0.609 0.886 -5.416 -0.507 -0.143 0.131
H 1.209 -0.183 -4.125 -0.055 -0.178 0.037
H 3.381 -0.110 -5.313 0.630 0.503 0.570
H 2.848 1.626 -4.879 0.262 -0.305 0.402
H 2.560 1.927 -6.950 -0.013 0.058 -0.204
C -1.749 -1.745 -3.728 -0.446 -1.099 0.376
C -2.383 -2.438 -2.472 0.692 2.958 -2.611
O -3.657 -1.937 -2.183 1.640 -0.122 -1.358
H -0.798 -2.230 -3.948 0.120 -0.008 0.323
H -1.568 -0.678 -3.594 -0.224 -0.083 0.228
H -2.336 -1.921 -4.630 -0.296 0.178 0.125
H -1.705 -2.343 -1.624 -0.165 -0.339 0.882
H -2.491 -3.508 -2.652 -0.255 -0.969 0.103
H -3.825 -2.302 -1.311 -1.077 -1.006 2.151
C -4.616 3.097 -1.453 1.090 -0.154 0.489
C -3.353 2.337 -1.003 -1.252 -0.490 -0.419
O -2.294 2.448 -1.947 -0.271 0.238 0.488
H -4.327 4.148 -1.423 -0.479 0.135 -0.386
H -5.434 2.928 -0.754 0.103 0.057 0.125
H -4.960 2.773 -2.435 0.253 0.199 -0.037
H -3.600 1.281 -0.898 -0.135 -0.337 -0.002
H -3.055 2.637 0.002 0.182 0.438 0.145
H -1.724 1.715 -1.704 0.328 0.134 -0.357